C25H40BrCl3N3O3ScSi | ωB97M-V with the def2-TZVPD basis set

Output
Energy above the lowest of the compared OMol25 structures with the same formula, charge and spin = 77.2 kJ/mol

Geometry (Å):
C 4.061557 -0.491154 -0.543069
C 3.436674 0.002740 0.721575
H 5.136150 -0.282387 -0.559363
H 3.603081 -0.022917 -1.423891
H 3.916425 -1.576184 -0.621800
C 4.071047 0.841136 1.560757
C 5.414839 1.436896 1.304432
H 3.671648 1.091947 2.546475
H 5.597858 1.637557 0.238700
H 6.221590 0.781545 1.668385
H 5.495993 2.378500 1.863923
Sc -0.846694 -0.042494 -0.529739
Cl -0.400698 -2.515469 -0.374653
Cl -1.887864 0.998297 -2.476974
H -6.459635 -1.117409 -1.180073
H -5.768695 -3.317966 -2.474835
C -5.554598 -0.672519 -1.617675
C -4.895322 -2.742954 -2.808693
N -4.551464 -1.709167 -1.839468
H -5.136720 0.077091 -0.943486
C -3.376420 -1.704731 -1.208774
O -2.979250 -0.787059 -0.444262
H -4.047639 -3.423258 -2.924133
H -2.726521 -2.573961 -1.412245
H -5.828313 -0.212213 -2.577145
H -5.131102 -2.296329 -3.783802
H 2.175612 2.136570 -0.688123
H 2.539391 3.745382 1.657039
C 1.386061 2.884564 -0.844221
C 1.667221 4.242165 1.199622
N 0.848914 3.286385 0.451046
H 0.594034 2.466252 -1.469981
C -0.302963 2.807230 0.929988
O -0.998895 1.924552 0.364066
H 1.070942 4.717574 1.989525
H -0.615069 3.284866 1.880549
H 1.818478 3.776837 -1.304971
H 2.033028 5.002650 0.498739
O 1.093925 0.148426 0.151077
C 2.001493 -0.488376 0.973210
C 1.424422 0.955560 2.948100
C 1.570578 -0.326359 2.429523
H 1.585155 1.796784 2.263432
C 1.132691 1.120644 4.303022
H 1.969101 -1.559958 0.720040
C 1.337812 -1.448933 3.218565
H 1.017979 2.127198 4.697852
C 0.973570 0.000958 5.114793
C 1.056667 -1.284622 4.576457
H 1.369493 -2.434461 2.739462
H 0.729815 0.130236 6.167705
H 0.881918 -2.161620 5.204005
Si 0.409152 -0.767767 -4.463211
Cl 1.116454 -0.207048 -2.484541
C -0.212224 0.772522 -5.289864
C -0.728440 -2.215432 -4.088446
C 1.817518 -1.453557 -5.515086
H -0.117648 1.655803 -4.651258
H -1.259647 0.687415 -5.590669
H 0.372800 0.951631 -6.200152
H 2.481778 -0.649963 -5.864835
H 1.378469 -1.953024 -6.392025
H 2.421138 -2.190054 -4.963742
H -0.949265 -2.299055 -3.010423
H -0.224750 -3.149288 -4.394348
H -1.669159 -2.144811 -4.653794
Br -2.325442 1.607007 5.457574
C -2.390347 0.278517 4.110148
C -3.045273 -0.932944 4.323868
C -2.898185 -1.939471 3.363825
C -2.127700 -1.666720 2.233836
N -1.597619 -0.471482 1.965245
C -1.710770 0.478940 2.896057
H -3.626555 -1.067662 5.230232
H -3.344352 -2.928846 3.452077
H -1.932546 -2.435976 1.488388
H -1.234688 1.433222 2.710459

Forces on atoms 1 to 2 (eV/Å):
C 0.18 0.12 -0.24
C -0.34 0.60 0.85

Table of Löwdin atomic charges, one value per atom, all in e: -0.0525, -0.2204, 0.0679, 0.0438, 0.0929, -0.1218, -0.1103, 0.0954, 0.0699, 0.0820, 0.0670, 0.4879, 0.1055, 0.0578, 0.0954, 0.0923, -0.0218, -0.0372, -0.1639, 0.0914, -0.3308, -0.2041, 0.0909, 0.0852, 0.0975, 0.0959, 0.0840, 0.0916, -0.0266, -0.0301, -0.1551, 0.0524, -0.2605, -0.1420, 0.0958, 0.1545, 0.0948, 0.0922, -0.4230, -0.3953, -0.0807, -0.1765, 0.0925, -0.1050, 0.0991, -0.0230, 0.0989, -0.1170, -0.0741, 0.1210, 0.0961, 0.1040, 0.2478, 0.4130, -0.2502, -0.2183, -0.2156, 0.0048, 0.0270, 0.0279, 0.0286, 0.0364, 0.0328, -0.0469, 0.0385, 0.0315, 0.7541, -0.6464, -0.0998, -0.0350, -0.1625, 0.0538, -0.1616, 0.1029, 0.1093, 0.0322, 0.0719

=====

C56H122BCaF4N6O10PtS | ωB97M-V with the def2-TZVPD basis set

Output
DFT total energy = -4905.67734 a.u.
2S+1 = 3
Net charge = +5
<S²> = 2.003

Geometry (Å):
Pt 0.169202 0.434329 0.369791
Ca 0.137742 -2.226736 3.640350
S 1.079007 -1.984437 0.942393
O 1.685280 -0.843823 0.402167
O 1.786990 -2.442566 2.079679
O -0.175996 -1.387709 1.413210
O 0.982929 -3.165048 0.044700
C -6.491777 -1.440298 -1.989807
C -6.046905 -0.284152 -2.881248
C -4.645409 -0.359752 -3.359190
N -4.106724 0.655539 -4.413637
C -2.578091 0.620434 -4.217203
C -1.854652 1.744404 -5.054762
C -2.372895 3.136965 -4.690358
C -3.853270 3.237851 -4.874453
C -4.597739 2.174348 -4.149546
C -4.475671 0.161218 -5.892551
H -7.498565 -1.302916 -1.595336
H -5.736591 -1.522124 -1.208077
H -6.480451 -2.358731 -2.576698
H -6.387776 0.671013 -2.481776
H -6.580993 -0.314789 -3.830930
H -4.434268 -1.309294 -3.850998
H -4.130355 -0.233154 -2.406927
H -2.356526 0.754684 -3.158429
H -2.301648 -0.365154 -4.591752
H -0.801894 1.683196 -4.778995
H -1.988377 1.649135 -6.132321
H -2.042914 3.281545 -3.661620
H -1.920817 3.863619 -5.365422
H -4.145634 4.223370 -4.511983
H -4.143601 3.110952 -5.917384
H -4.450315 2.227546 -3.070868
H -5.638395 2.118576 -4.468960
H -4.107138 0.839858 -6.661782
H -5.551144 0.116756 -5.720806
H -3.955486 -0.789576 -6.008675
C 4.338276 -0.180344 2.222925
C 4.797878 -0.554479 3.658545
C 5.899737 -1.582517 3.557764
N 6.567217 -2.073900 4.908549
C 7.566894 -3.123961 4.461815
C 8.878456 -2.585854 3.906262
C 9.456215 -1.447224 4.688932
C 8.465546 -0.321858 5.019917
C 7.196244 -0.911248 5.730851
C 5.467361 -2.767842 5.798869
H 3.250147 -0.199056 2.283936
H 4.597203 -0.802949 1.366521
H 4.777579 0.806773 2.078975
H 4.060320 -1.111515 4.236325
H 5.118819 0.316490 4.229962
H 6.648164 -1.088361 2.938292
H 5.641745 -2.457321 2.960887
H 7.092771 -3.845410 3.796377
H 7.831358 -3.603256 5.404385
H 8.741752 -2.480106 2.830048
H 9.630522 -3.374266 3.936325
H 10.183679 -0.962141 4.038103
H 9.976902 -1.730448 5.603691
H 8.242973 0.348614 4.189837
H 8.963185 0.376627 5.692650
H 6.448512 -0.195867 6.073216
H 7.598339 -1.413401 6.610776
H 5.882362 -3.173602 6.721491
H 5.092717 -3.558893 5.149275
H 4.779088 -1.999726 6.151540
C 4.385699 -5.701100 -6.400225
C 3.701342 -5.534903 -4.996573
C 3.542579 -3.971592 -4.568151
N 3.418207 -3.753422 -3.040076
C 4.781628 -4.141118 -2.369997
C 5.914229 -3.217660 -2.866266
C 5.727700 -1.618260 -2.651779
C 4.322050 -1.359194 -3.189096
C 3.158821 -2.203955 -2.686650
C 2.320465 -4.687519 -2.393027
H 4.283192 -6.649487 -6.927614
H 5.440943 -5.428038 -6.403002
H 3.930987 -5.022293 -7.121728
H 4.046501 -6.196862 -4.202360
H 2.706776 -5.941261 -5.180385
H 2.661842 -3.496858 -5.000625
H 4.287661 -3.332500 -5.041987
H 4.944429 -5.206015 -2.536052
H 4.519818 -4.076995 -1.313849
H 6.168497 -3.369437 -3.915269
H 6.856762 -3.470950 -2.380899
H 6.567236 -1.224152 -3.224444
H 5.869148 -1.281248 -1.624890
H 4.455281 -1.517203 -4.259321
H 4.029644 -0.309853 -3.150560
H 2.271956 -1.877453 -3.229764
H 3.111992 -2.189612 -1.597744
H 2.681402 -5.709983 -2.504381
H 1.388126 -4.475460 -2.916362
H 2.237470 -4.530793 -1.317555
C 0.070931 8.372828 -3.682268
C 0.521105 7.276320 -2.655044
C -0.247500 7.279777 -1.351438
N 0.096520 6.131744 -0.274386
C -0.612272 6.251249 1.056587
C -0.108897 5.280559 2.121852
C 1.394069 5.104215 2.271191
C 2.185904 5.062935 0.925773
C 1.665698 6.073550 -0.021777
C -0.265024 4.738040 -0.814720
H -0.985798 8.427485 -3.943878
H 0.628860 8.168856 -4.596167
H 0.257464 9.380658 -3.311304
H 1.542567 7.479225 -2.333270
H 0.414353 6.348009 -3.216242
H -1.328827 7.145331 -1.323879
H 0.150172 8.075869 -0.722011
H -0.381390 7.265159 1.383374
H -1.696611 6.151552 1.007736
H -0.714766 5.512834 2.997677
H -0.392795 4.263939 1.849869
H 1.796389 5.915009 2.878513
H 1.657699 4.313611 2.973719
H 3.224359 5.360931 1.070413
H 2.313189 4.129825 0.376960
H 1.973054 7.046251 0.362260
H 2.219565 5.993797 -0.957177
H 0.131171 4.636113 -1.825037
H -1.339334 4.556205 -0.844608
H 0.252161 4.013385 -0.185832
C -6.031697 0.536694 1.033554
C -5.652525 1.611967 2.036387
C -4.656226 1.096583 3.019651
N -4.323087 2.205604 4.073467
C -3.905911 3.503041 3.311318
C -3.278664 4.552128 4.233221
C -2.170252 4.048169 5.258011
C -2.726795 2.784393 6.046034
C -3.392851 1.610395 5.150453
C -5.631299 2.521739 4.937250
H -6.383837 -0.311300 1.620919
H -5.151657 0.206066 0.481908
H -6.777933 0.997386 0.386247
H -6.606725 1.958293 2.433458
H -5.327252 2.471910 1.450889
H -3.666674 1.049200 2.565065
H -4.830296 0.156368 3.542902
H -3.350536 3.186927 2.428299
H -4.744266 4.028403 2.853875
H -2.880944 5.348316 3.603946
H -4.156767 5.005288 4.693318
H -1.383529 3.707587 4.584834
H -1.795198 4.879772 5.854566
H -2.059810 2.391529 6.813425
H -3.451005 3.168113 6.764628
H -2.498897 1.192281 4.687736
H -3.935953 0.851425 5.713570
H -6.313761 3.233767 4.473169
H -5.439531 2.981557 5.906733
H -6.172312 1.576259 4.975678
C -0.496172 -6.740578 -0.643217
C -1.276748 -5.674183 -1.417415
C -1.903926 -4.761583 -0.365951
N -2.893191 -3.750710 -0.935225
C -4.122240 -4.448633 -1.686701
C -4.944917 -5.369911 -0.723640
C -5.506423 -4.568296 0.325474
C -4.511942 -3.698087 1.108313
C -3.535082 -2.871457 0.210515
C -2.202451 -2.786342 -1.899804
H 0.337687 -6.244979 -0.146075
H -0.206818 -7.606655 -1.238430
H -0.949218 -7.203450 0.233484
H -1.899408 -6.207610 -2.135627
H -0.639055 -5.108216 -2.096480
H -1.130176 -4.261671 0.216717
H -2.403162 -5.397378 0.365237
H -3.684815 -4.983387 -2.529785
H -4.803700 -3.681602 -2.054631
H -4.395386 -6.189330 -0.260323
H -5.657410 -6.004654 -1.250480
H -5.851257 -5.412955 0.921906
H -6.414114 -4.118560 -0.076931
H -3.963636 -4.287174 1.843465
H -5.062593 -3.019632 1.759914
H -2.815818 -2.349361 0.841530
H -4.100748 -1.983404 -0.071411
H -2.886729 -1.991059 -2.195427
H -2.007403 -3.370541 -2.799111
H -1.337680 -2.363355 -1.388569
B 1.276523 1.294318 -1.942164
F 0.562641 0.142907 -1.689434
F 2.300859 1.129613 -2.768644
F 0.505048 2.256953 -2.500178
F 1.630211 1.699480 -0.709448
O -3.423998 1.870934 -0.823090
C -2.229457 1.382527 -0.462558
O -1.887878 0.219235 -0.638314
O -1.443796 2.030682 0.238703
H -3.470595 2.759670 -0.463096
O 1.088758 2.138737 4.374010
C 0.920050 1.221530 3.495721
O 0.987766 0.065511 3.989799
O 0.665350 1.394896 2.297357
H 1.143743 1.359777 4.932400

Forces on atoms 1 to 2 (eV/Å):
Pt -1.64 4.48 2.54
Ca 1.32 1.91 -0.86

Here are the Löwdin charges for atoms 1 to 99, given in e: 1.3674, 1.6764, 0.1383, -0.3644, -0.4221, -0.5369, -0.3140, -0.0662, -0.2441, -0.1593, -0.1945, -0.0850, -0.1281, -0.1907, -0.1780, -0.0637, 0.0941, 0.1005, 0.0381, 0.0802, 0.1173, 0.1125, 0.1321, 0.1003, 0.1070, 0.1249, 0.1149, 0.1170, 0.1088, 0.1304, 0.1386, 0.1283, 0.1120, 0.1344, 0.1024, 0.1002, 0.1025, -0.0534, -0.2163, -0.1300, -0.2161, -0.1242, -0.1710, -0.1776, -0.1461, -0.0655, 0.0426, 0.0414, 0.0809, 0.0910, 0.0865, 0.1163, 0.1281, 0.1316, 0.1355, 0.1378, 0.1191, 0.1344, 0.1286, 0.1335, 0.1121, 0.1260, 0.1270, 0.1339, 0.1092, 0.1052, 0.0938, -0.0818, -0.1779, -0.0901, -0.2114, -0.0858, -0.1267, -0.1275, -0.1859, -0.0425, 0.0305, 0.0835, 0.0743, 0.0748, 0.0882, 0.0957, 0.1252, 0.1050, 0.1195, 0.1239, 0.1101, 0.1148, 0.1182, 0.1003, 0.1101, 0.1093, 0.1329, 0.1161, 0.0951, 0.0948, 0.0694, -0.0646, -0.2154

=====

C14H17N3O4 | ωB97M-V with the def2-TZVPD basis set

Output
Energy above the lowest of the compared OMol25 structures with the same formula, charge and spin = 926.4 kJ/mol

Geometry (Å):
C 1.821477 -0.820488 1.888252
C 1.588574 0.359304 0.979815
C 0.588464 -2.028652 1.795586
C -0.111128 -2.086393 0.443651
C 0.593618 -2.791680 -0.592347
C -1.255363 -1.461138 -0.156163
C -1.201989 -1.702350 -1.579873
C -2.046118 -0.352792 0.279122
C -2.104716 -1.322274 -2.538325
C -3.037791 -0.085774 -0.689962
C -3.114386 -0.567481 -2.047335
C -0.079487 2.101292 -0.016603
C 0.081213 1.737701 -1.456305
C 0.894692 3.267188 0.048923
H 3.064489 -0.338485 3.327986
H 1.379571 -0.326982 3.974277
H 2.788896 -1.247836 1.540187
H 1.140540 -2.982682 2.151807
H 0.015035 -1.502619 2.487247
H 1.301370 -3.761574 -0.132135
H 0.269293 -2.914835 -2.650067
H -1.815103 0.287088 1.282317
H -1.963710 -1.482627 -3.702226
H -3.839025 0.615752 -0.448735
H -3.699074 -0.141278 -2.896270
H -0.140527 0.812281 1.628925
H -1.253162 1.975713 0.568370
H 1.901013 2.749324 -0.080155
H 1.250666 3.796140 1.083710
H -0.411221 3.719462 -1.243846
H 1.556645 0.601951 -1.133919
N 2.179157 -0.759930 3.265157
N -0.132533 -2.535036 -1.821111
N 0.489563 0.946984 0.904959
O 2.566782 0.676278 0.193159
O -0.585492 2.551321 -2.210154
O 0.547379 4.356880 -0.756527
O 0.772387 0.658250 -1.691390

Forces on atoms 1 to 2 (eV/Å):
C 0.17 -3.64 -0.61
C 6.43 -0.92 -1.59

Table of Löwdin atomic charges, one value per atom, all in e: -0.2996, -0.4488, -0.0509, -0.2091, -0.0128, -0.1448, -0.2478, -0.0450, -0.0597, -0.0919, -0.0980, -0.1192, -0.4065, -0.3105, 0.0527, 0.1619, 0.1466, 0.1382, 0.0553, 0.1936, 0.1359, 0.1402, 0.1636, 0.0950, 0.1190, 0.0882, 0.2223, 0.1226, 0.1679, 0.1948, 0.0688, 0.0114, 0.0735, 0.1320, -0.0248, 0.0611, -0.1498, 0.1746